(1)
Entry from the Open Molecules 2025 dataset: a 2-piece molecular cluster, C8H12Si2 overall (wB97M-V/def2-TZVPD).

Last column: Löwdin charge in e.
Cartesian coordinates (Å):
C1 3.8343 -0.0172 -0.1653  -0.124
C2 3.1404 1.1239 -0.5488  -0.069
C3 3.2043 -1.0178 0.4267  -0.118
C4 1.8054 1.2838 -0.1348  -0.112
C5 1.8718 -0.8687 0.7938  -0.169
C6 1.1581 0.2416 0.5573  -0.436
C7 -3.1524 -2.3139 -0.1328  -0.117
C8 -1.8663 -2.1613 -0.2535  0.016
Si1 -1.8608 2.0143 -0.1765  0.372
Si2 -0.7227 0.3826 1.1222  0.603
H1 4.7746 -0.3059 -0.6428  0.112
H2 3.4998 1.8976 -1.2220  0.103
H3 3.6669 -1.9598 0.7352  0.114
H4 1.3073 2.1891 -0.4064  0.072
H5 1.4485 -1.6257 1.4513  0.096
H6 -3.7454 -2.8591 -0.9296  0.080
H7 -3.8577 -1.7024 0.3431  0.028
H8 -0.9227 -2.3830 -0.6447  0.006
H9 -1.4969 3.3831 -0.4979  -0.149
H10 -2.3927 1.3947 -1.5061  -0.109
H11 -3.1978 2.2514 0.5362  -0.124
H12 -0.3923 1.2288 2.4037  -0.076

The relative energy (zero: lowest compared OMol25 entry of this formula, charge and spin) is 360.4 kJ/mol. The net charge is 0. As for the orbital gap (spin up / spin down): 7.3 / 8.0 eV.

(2)
Entry from the Open Molecules 2025 dataset: C8H13AlO5 as an isolated structure (wB97M-V/def2-TZVPD).

Last column: Löwdin charge in e.
Cartesian coordinates (Å):
Al1 30.1196 -2.4495 13.2544  0.994
O1 30.4212 -0.8703 9.2756  0.101
H1 30.9878 -0.3787 8.6496  0.045
O2 31.3352 2.3684 12.0167  0.240
C1 31.4023 3.2648 11.2236  -0.433
O3 32.4367 4.0988 11.1077  0.086
C2 32.1123 5.2728 10.4389  -0.122
C3 30.5812 5.2363 10.2041  -0.082
C4 30.2741 3.7339 10.3414  -0.043
H2 32.6531 5.3317 9.4943  0.146
H3 32.3234 6.0728 11.1484  0.146
H4 30.3169 5.5954 9.2095  0.134
H5 29.9744 5.6997 10.9820  0.131
H6 30.4694 3.1556 9.4384  0.141
H7 29.3039 3.3300 10.6307  0.140
O4 27.0454 -5.8268 10.6441  0.158
C5 26.2879 -6.7755 10.3549  -0.387
O5 26.4478 -7.4659 9.2091  0.056
C6 25.4272 -8.4343 9.0083  -0.104
C7 24.3076 -7.9603 9.9957  -0.113
C8 25.0448 -7.1844 11.0992  -0.039
H8 25.8593 -9.4115 9.2237  0.137
H9 25.0436 -8.3777 7.9896  0.137
H10 23.7703 -8.8173 10.4020  0.124
H11 23.5100 -7.4300 9.4754  0.124
H12 25.3779 -7.7692 11.9566  0.145
H13 24.4426 -6.3242 11.3917  0.138

The relative energy (zero: lowest compared OMol25 entry of this formula, charge and spin) is 407.3 kJ/mol. The net charge is +2. As for the orbital gap: 1.9 eV.

(3)
Entry from the Open Molecules 2025 dataset: C8H13B3Be2Cl2F12N3 as an isolated structure (wB97M-V/def2-TZVPD).

Last column: Löwdin charge in e.
Cartesian coordinates (Å):
Be1 0.7893 -0.5611 2.8598  1.216
Be2 -2.5623 -1.3669 -0.7449  1.111
B1 -0.7602 1.5409 4.3827  -1.248
F1 -0.5213 2.6305 5.1632  0.188
F2 -2.1211 1.3556 4.1254  0.123
F3 -0.1235 1.6448 3.1057  0.073
F4 -0.2800 0.3058 4.9114  0.108
B2 0.3286 -0.2386 -0.1541  -1.286
F5 1.5888 -0.7400 0.2201  0.122
F6 -0.3618 0.2107 0.9931  0.109
F7 0.5162 0.8859 -0.9713  0.134
F8 -0.3824 -1.2966 -0.7594  0.120
B3 -1.1322 -2.6163 1.9679  -1.131
F9 0.2553 -2.7140 1.6873  0.145
F10 -1.6777 -3.7375 2.4819  0.245
F11 -1.2606 -1.5101 2.8142  0.180
F12 -1.8525 -2.2269 0.7193  0.090
C1 -2.1809 3.4424 0.6893  0.001
C2 -2.6468 2.0719 0.4945  -0.216
N1 -2.9381 0.9888 0.3756  0.184
H1 -3.0132 4.1188 0.5007  0.099
H2 -1.3813 3.5556 -0.0389  0.084
H3 -1.8537 3.6260 1.7105  0.101
C3 -0.2180 1.5242 -3.8004  -0.020
C4 -1.3841 0.9631 -3.1370  -0.222
N2 -2.2701 0.4836 -2.6079  0.164
H4 -0.3695 1.5036 -4.8785  0.102
H5 0.6275 0.8726 -3.5835  0.098
H6 -0.0289 2.5278 -3.4316  0.098
C5 2.4712 3.1893 -0.1375  -0.027
C6 2.4261 2.2220 0.9546  -0.223
N3 2.4054 1.4859 1.8290  0.183
H7 1.5302 3.7121 -0.2449  0.083
H8 2.8159 2.6348 -1.0093  0.093
H9 3.2801 3.8903 0.0739  0.098
Cl1 2.8385 -4.5604 -3.6124  0.559
C7 2.3178 -4.1575 -1.9621  -0.638
C8 0.7917 -4.2641 -1.9064  -0.691
Cl2 0.1042 -5.7836 -2.5384  0.547
H10 2.6604 -3.1589 -1.7077  0.068
H11 2.7197 -4.8779 -1.2507  0.076
H12 0.4559 -3.5504 -2.6612  0.043
H13 0.3976 -4.0263 -0.9222  0.055

The net charge is +1. As for the orbital gap: 5.2 eV.

F_max
In order: 0.0725, 0.0565, 0.0889
Unit: hartree/bohr
Molar mass
In order: 164.36, 216.17, 500.55
Unit: g/mol